Computed, not measured: a gas-phase ion, CH2N3O3 (charge -1), with ωB97M-V with the def2-TZVPD basis set.

Last column: Löwdin charge in e.
Atoms and positions in Å:
C -1.816 -0.452 0.436  -0.702
N 0.478 -0.468 -0.374  -0.036
N 1.834 -0.013 -0.530  0.009
N -0.225 0.238 0.382  -0.265
O -1.679 -1.622 0.239  0.011
O 0.170 1.285 0.988  -0.137
O -2.663 0.309 0.724  0.055
H 1.735 0.953 -0.387  0.005
H 2.166 -0.231 -1.479  0.060

Output
* E_HOMO: -4.54 eV
* E_tot: -429.2778 a.u.
* charge: -1
* ΔE to the lowest compared entry with this formula, charge and spin: 34.7 kcal per mole
* M: 104.05 g/mol
* SMILES: N/N=[N+](\[O-])C(=O)[O-]